one:
A single CH3NOS molecule. Source: the OMol25 dataset; level of theory: the ωB97M-V functional and the def2-TZVPD basis.

Values from the calculation:
- 2S+1: 1
- HOMO level (spin up / spin down): -10.01 / -9.45 eV
- Gap between HOMO and LUMO (spin up / spin down): 9.0009 / 8.5571 eV

Last column: natural (NBO) charge in e.
Atoms and positions in Å:
H: 1.562 0.877 0.233  0.15
C: 0.930 0.162 -0.229  0.06
H: 0.970 0.514 -1.234  0.13
O: 0.988 -1.158 0.014  -0.46
N: -0.304 0.171 0.467  -0.41
H: -2.403 -0.443 0.909  0.10
S: -1.743 -0.125 -0.160  0.44

=====

two:
A single CH3NOS molecule. Source: the OMol25 dataset; level of theory: the ωB97M-V functional and the def2-TZVPD basis.

Values from the calculation:
- 2S+1: 1
- HOMO level: -9.28 eV
- Gap between HOMO and LUMO: 9.3815 eV

Last column: natural (NBO) charge in e.
Atoms and positions in Å:
H: -0.529 -1.369 -0.235  0.24
S: 0.899 0.631 -0.190  0.97
C: -0.589 -0.276 -0.294  -0.37
H: -1.055 0.004 -1.240  0.22
N: -0.327 0.391 0.900  -0.68
H: -0.791 1.291 1.011  0.38
O: 2.391 -0.671 0.049  -0.76

=====

three:
A single CH3NOS molecule. Source: the OMol25 dataset; level of theory: the ωB97M-V functional and the def2-TZVPD basis.

Values from the calculation:
- 2S+1: 1
- HOMO level: -8.91 eV
- Gap between HOMO and LUMO: 9.0910 eV

Last column: natural (NBO) charge in e.
Atoms and positions in Å:
H: -1.880 1.415 -0.177  0.50
C: 0.352 -1.067 -0.078  -0.10
S: -1.294 -0.635 -0.065  0.55
N: 1.342 -0.284 -0.154  -0.63
O: -1.024 0.972 -0.155  -0.86
H: 1.164 0.676 -0.402  0.36
H: 0.416 -2.066 -0.243  0.18

=====

four:
A single CH3NOS molecule. Source: the OMol25 dataset; level of theory: the ωB97M-V functional and the def2-TZVPD basis.

Values from the calculation:
- 2S+1: 1
- HOMO level: -9.65 eV
- Gap between HOMO and LUMO: 10.2533 eV

Last column: natural (NBO) charge in e.
Atoms and positions in Å:
O: 2.310 -0.483 0.467  -0.56
C: 1.117 -0.633 0.099  0.53
S: -1.507 0.355 -0.465  0.22
H: 0.364 1.036 0.952  0.41
H: 0.719 -1.731 -0.173  0.13
H: -2.384 0.190 0.550  0.10
N: 0.033 0.356 0.255  -0.83

=====

Result of the stability comparison: two is the least stable of them.

=====

one:
2 unconnected molecules or ions with the total composition C3H10NO3. Source: the OMol25 dataset; level of theory: the ωB97M-V functional and the def2-TZVPD basis.

Values from the calculation:
- 2S+1: 1
- HOMO level: -15.20 eV
- Gap between HOMO and LUMO: 11.8686 eV
- Net charge: +1

Last column: natural (NBO) charge in e.
Atoms and positions in Å:
H: 2.365 -0.977 0.682  0.23
H: -2.007 1.648 -1.184  0.55
H: -2.379 -1.895 0.282  0.40
O: -1.229 1.023 -1.082  -0.63
O: 0.109 0.577 0.616  -0.46
N: -1.492 -1.444 -0.095  -1.05
C: 1.168 0.455 -0.398  -0.08
C: -1.062 0.727 0.129  1.10
H: -1.473 -1.757 -1.019  0.40
H: 0.795 -0.340 -1.053  0.20
H: -1.697 1.023 1.925  0.54
H: -0.850 -1.653 0.582  0.38
C: 2.463 -0.043 0.191  -0.66
H: 1.239 1.461 -0.913  0.22
H: 3.112 -0.308 -0.614  0.25
O: -2.067 0.960 0.968  -0.64
H: 3.005 0.544 0.985  0.24

=====

two:
2 unconnected molecules or ions with the total composition C3H10NO3. Source: the OMol25 dataset; level of theory: the ωB97M-V functional and the def2-TZVPD basis.

Values from the calculation:
- 2S+1: 1
- HOMO level: -14.72 eV
- Gap between HOMO and LUMO: 11.3814 eV
- Net charge: +1

Last column: natural (NBO) charge in e.
Atoms and positions in Å:
O: 2.071 1.471 0.619  -0.96
H: -2.209 -1.159 -0.034  0.28
N: -0.320 0.995 1.739  -0.69
C: -1.215 -0.781 0.210  -0.55
O: -0.033 -2.062 -1.328  -0.65
H: -0.480 1.948 2.040  0.44
H: 0.630 0.901 1.298  0.48
H: 1.864 2.115 -0.074  0.50
H: -0.288 0.409 2.574  0.43
H: 0.582 -2.036 -2.078  0.51
O: 0.270 0.143 -1.426  -0.60
C: -1.411 0.613 0.771  -0.21
H: -0.859 -1.494 0.957  0.25
H: -1.455 1.389 0.016  0.25
H: -2.321 0.560 1.370  0.23
C: -0.242 -0.825 -0.915  0.79
H: 2.836 0.987 0.279  0.51

=====

Result of the stability comparison: one is the least stable of them.

=====

one:
A molecular structure, C6H13NO3. Source: the OMol25 dataset; level of theory: the ωB97M-V functional and the def2-TZVPD basis.

Values from the calculation:
- 2S+1: 1
- HOMO level: -8.95 eV
- Gap between HOMO and LUMO: 9.6921 eV

Last column: natural (NBO) charge in e.
Atoms and positions in Å:
H: 2.242 2.144 -0.379  0.24
H: -1.532 2.765 -1.706  0.25
H: 1.100 3.332 0.299  0.25
H: -0.747 0.771 -1.871  0.38
H: 1.430 -1.556 -2.114  0.19
H: -3.008 -1.879 0.704  0.24
H: 0.060 -0.249 3.081  0.50
H: 1.216 1.699 1.008  0.28
H: -1.998 -3.295 0.989  0.24
C: 1.576 -0.511 -1.817  -0.26
C: 1.261 2.272 0.080  -0.73
O: 0.601 -0.099 2.276  -0.58
C: -0.850 1.953 -1.532  -0.54
C: 0.207 1.852 -0.830  0.38
C: -1.979 -2.240 0.717  -0.70
H: 1.870 0.063 -2.706  0.17
C: -1.214 -1.476 1.768  0.63
O: -1.549 -1.402 2.949  -0.67
H: -1.540 -2.128 -0.274  0.22
H: 2.417 -0.492 -1.112  0.17
N: -0.079 -0.896 1.337  -0.34
O: 0.400 -0.003 -1.230  -0.75
H: 0.117 -0.627 0.362  0.43

=====

two:
2 unconnected molecules or ions with the total composition C6H13NO3. Source: the OMol25 dataset; level of theory: the ωB97M-V functional and the def2-TZVPD basis.

Values from the calculation:
- 2S+1: 1
- HOMO level (spin up / spin down): -9.52 / -9.88 eV
- Gap between HOMO and LUMO (spin up / spin down): 8.1208 / 7.0331 eV

Last column: natural (NBO) charge in e.
Atoms and positions in Å:
H: -2.705 2.079 -0.124  0.22
H: 1.141 -2.526 -0.468  0.21
C: -0.040 2.371 0.025  -0.61
O: 5.168 -0.014 0.712  -0.24
H: -0.035 2.377 1.110  0.20
H: -0.481 3.305 -0.304  0.21
H: 0.970 2.325 -0.352  0.23
H: -1.715 -1.675 -0.021  0.19
H: 0.043 -0.180 0.778  0.17
H: -0.141 -3.755 -0.386  0.21
H: -0.941 -1.913 -1.572  0.21
O: 0.821 -0.113 -1.326  -0.34
H: -2.811 0.366 -0.314  0.21
C: -0.858 1.174 -0.528  -0.15
H: -2.143 1.055 1.182  0.20
C: -2.207 1.151 0.105  -0.61
N: 3.943 -0.025 0.917  0.50
H: 0.253 -2.824 1.052  0.20
C: -0.061 -0.243 -0.389  0.08
C: -0.753 -1.650 -0.530  -0.44
O: 3.430 0.051 2.073  -0.26
H: -1.038 1.427 -1.598  0.21
C: 0.161 -2.761 -0.041  -0.61

=====

Result of the stability comparison: two is the least stable of them.

=====

one:
2 unconnected molecules or ions with the total composition C3H5NO. Source: the OMol25 dataset; level of theory: the ωB97M-V functional and the def2-TZVPD basis.

Values from the calculation:
- 2S+1: 3
- HOMO level (spin up / spin down): -7.48 / -10.97 eV
- Gap between HOMO and LUMO (spin up / spin down): 8.3661 / 6.3920 eV
- Expectation value of S²: 2.01

Last column: natural (NBO) charge in e.
Atoms and positions in Å:
H: -0.424 1.671 -0.015  0.22
C: -2.421 0.153 -0.109  0.26
C: 0.514 -0.402 0.371  -0.13
N: -3.554 -0.058 0.061  -0.41
H: -0.535 0.240 -1.314  0.24
H: -0.035 -0.440 1.350  0.20
C: -0.311 0.589 -0.308  -0.38
H: -0.546 -1.874 -0.221  0.47
H: 1.542 -0.152 0.466  0.21
O: 0.356 -1.600 -0.288  -0.68

=====

two:
A single C3H5NO molecule. Source: the OMol25 dataset; level of theory: the ωB97M-V functional and the def2-TZVPD basis.

Values from the calculation:
- 2S+1: 3
- HOMO level (spin up / spin down): -5.78 / -10.88 eV
- Gap between HOMO and LUMO (spin up / spin down): 6.8734 / 8.7370 eV
- Expectation value of S²: 2.01

Last column: natural (NBO) charge in e.
Atoms and positions in Å:
C: 0.815 0.709 0.804  0.28
C: 0.192 0.843 2.237  -0.17
N: -0.498 1.221 1.241  -0.39
C: -0.427 -1.022 -0.365  -0.25
H: 1.529 1.438 0.552  0.19
O: 0.864 -0.433 -0.055  -0.47
H: -0.904 -1.211 0.763  0.19
H: -0.205 -1.939 -0.868  0.20
H: -1.093 -0.451 -0.863  0.19
H: 0.201 0.650 3.237  0.22

=====

Result of the stability comparison: one is the least stable of them.

=====

one:
2 unconnected molecules or ions with the total composition C3H11N2OS. Source: the OMol25 dataset; level of theory: the ωB97M-V functional and the def2-TZVPD basis.

Values from the calculation:
- 2S+1: 1
- HOMO level: -3.01 eV
- Gap between HOMO and LUMO: 7.0141 eV
- Net charge: -1

Last column: natural (NBO) charge in e.
Atoms and positions in Å:
S: 1.501 -0.653 0.112  -0.73
H: 1.369 1.852 2.830  0.16
H: 0.885 1.917 -0.034  0.37
N: -2.710 -1.021 -2.318  -0.85
H: 0.629 -0.272 2.253  0.17
H: -0.301 1.734 1.007  0.34
O: -0.420 -1.773 -1.944  -0.80
H: 2.459 -0.279 2.302  0.18
C: 1.560 0.031 1.772  -0.53
H: -2.898 -1.962 -2.692  0.34
H: -2.464 -0.450 -3.109  0.34
H: 2.577 1.886 1.493  0.17
C: 1.577 1.541 1.805  -0.22
H: 0.381 -1.560 -1.396  0.51
C: -1.560 -1.168 -1.408  0.10
H: -1.270 -0.206 -0.995  0.17
H: -1.920 -1.831 -0.595  0.13
N: 0.605 2.212 0.918  -0.86

=====

two:
2 unconnected molecules or ions with the total composition C3H11N2OS. Source: the OMol25 dataset; level of theory: the ωB97M-V functional and the def2-TZVPD basis.

Values from the calculation:
- 2S+1: 1
- HOMO level: -2.75 eV
- Gap between HOMO and LUMO: 6.6381 eV
- Net charge: -1

Last column: natural (NBO) charge in e.
Atoms and positions in Å:
H: -0.624 1.566 -1.419  0.46
H: -0.803 -1.538 -1.364  0.39
C: 1.488 -0.982 -0.284  -0.54
H: -1.764 1.012 1.906  0.34
H: 1.595 -1.893 0.298  0.18
N: -0.773 1.184 1.848  -0.84
C: 0.182 -0.305 0.002  -0.07
H: -0.702 1.792 1.044  0.35
H: -0.624 -0.916 1.978  0.17
N: -0.987 -1.029 -0.505  -0.89
C: -0.088 -0.089 1.505  -0.21
S: 1.786 -1.189 -2.082  -0.72
H: -1.422 -1.664 0.138  0.34
H: 0.869 -0.102 2.046  0.18
H: -0.135 1.664 -2.747  0.48
O: -0.483 2.280 -2.067  -0.95
H: 0.125 0.676 -0.498  0.14
H: 2.359 -0.467 0.200  0.18

=====

Result of the stability comparison: two is the least stable of them.